Formula: C2H4ClF2NO2S
Source: OMol25
Level of theory: ωB97M-V with the def2-TZVPD basis set

Values from the calculation:
Gap between HOMO and LUMO ... 10.842 eV
Largest force on an atom ... 0.0123 hartree/bohr
2S+1 ... 1
HOMO level ... -10.639 eV
Lowest unoccupied orbital energy ... 0.20 eV

Positions of all 13 atoms, in Å:
C1 1.310 0.790 -0.072
C2 0.810 -0.512 0.507
F1 1.679 -1.516 0.181
N1 -0.536 -0.977 0.038
Cl1 -0.504 -1.960 -1.366
S1 -1.677 0.211 -0.075
O1 -1.703 0.859 -1.338
O2 -1.638 0.946 1.138
F2 -2.905 -0.718 -0.018
H1 2.381 0.857 0.090
H2 1.128 0.869 -1.139
H3 0.853 1.617 0.462
H4 0.802 -0.468 1.592